w | Below is C6H24N12O6 as an isolated structure, with properties calculated with ωB97M-V/def2-TZVPD.

XYZ file:
```
48
Properties=species:S:1:pos:R:3
C -3.002 0.214 0.180
O -2.107 -0.560 0.550
N -3.904 0.724 0.956
N -3.131 0.747 -0.986
H -3.896 0.220 1.831
H -4.676 1.325 0.704
H -3.535 1.669 -1.065
H -2.487 0.429 -1.695
C -2.608 -2.681 2.029
O -2.949 -3.655 2.618
N -3.069 -2.346 0.863
N -1.635 -1.864 2.260
H -2.959 -1.495 0.330
H -3.940 -2.740 0.538
H -1.545 -0.994 1.756
H -0.883 -2.156 2.867
C 2.411 -1.497 -2.266
O 2.790 -2.598 -2.544
N 2.343 -1.170 -0.999
N 1.977 -0.553 -3.024
H 1.927 -0.276 -0.778
H 2.519 -1.935 -0.364
H 1.727 0.343 -2.630
H 2.012 -0.700 -4.022
C 1.565 3.079 -1.370
O 1.221 3.799 -2.238
N 2.535 2.307 -1.593
N 1.276 3.045 -0.070
H 2.721 2.301 -2.585
H 3.060 1.840 -0.867
H 0.605 3.770 0.137
H 1.881 2.683 0.653
C 2.256 -0.096 1.456
O 3.094 0.527 0.730
N 1.572 -1.138 1.030
N 1.968 0.224 2.696
H 1.740 -1.563 0.130
H 0.918 -1.461 1.729
H 0.968 0.102 2.779
H 2.453 1.006 3.113
C 0.072 0.324 -0.845
O 1.008 0.648 -1.601
N -0.614 1.076 -0.055
N -0.135 -0.944 -0.415
H -0.422 2.063 0.041
H -1.324 0.508 0.385
H -0.294 -1.008 0.580
H 0.498 -1.542 -0.928
```

Its LUMO energy is -0.6 eV. Its spin multiplicity is 1.

Here are the natural (NBO) charges for atoms 1 to 2, given in e: number 1, C, carries 0.79; number 2, O, carries -0.70

---

x | Below is C6H24N12O6 as an isolated structure, with properties calculated with ωB97M-V/def2-TZVPD.

XYZ file:
```
48
Properties=species:S:1:pos:R:3
C -1.865 2.613 2.111
O -2.513 3.323 2.808
N -0.774 2.094 2.599
N -2.078 2.292 0.846
H -0.276 1.347 2.135
H -0.585 2.397 3.544
H -1.473 1.665 0.336
H -2.818 2.710 0.301
C 0.284 -1.421 -2.133
O 0.301 -0.278 -2.544
N -0.830 -2.025 -1.671
N 1.253 -2.239 -2.129
H -1.627 -1.412 -1.765
H -0.762 -2.879 -1.136
H 2.135 -2.027 -2.573
H 0.984 -3.195 -1.942
C 3.735 1.763 -1.933
O 3.738 1.735 -0.719
N 2.832 2.309 -2.643
N 4.644 1.196 -2.675
H 2.023 2.487 -2.066
H 2.932 2.543 -3.621
H 5.355 0.707 -2.151
H 4.645 1.219 -3.685
C 0.783 0.817 0.407
O 0.618 1.138 1.599
N 1.877 0.910 -0.346
N -0.195 0.223 -0.312
H 2.043 0.551 -1.275
H 2.656 1.367 0.107
H 0.058 -0.304 -1.136
H -1.038 0.102 0.231
C -2.600 -0.576 0.028
O -1.959 0.109 0.761
N -3.299 -0.091 -0.972
N -2.944 -1.838 0.134
H -3.324 0.888 -1.220
H -4.119 -0.643 -1.175
H -3.461 -2.230 -0.640
H -2.633 -2.420 0.899
C 0.023 -1.631 3.405
O 0.609 -1.216 4.395
N -0.409 -2.873 3.295
N -0.152 -1.055 2.225
H -0.092 -3.518 4.005
H -1.232 -3.044 2.736
H 0.050 -0.069 2.148
H -0.520 -1.521 1.408
```

Its LUMO energy is -0.4 eV. Its spin multiplicity is 1.

Here are the natural (NBO) charges for atoms 1 to 2, given in e: number 1, C, carries 0.74; number 2, O, carries -0.72

---

Most stable: x

---

w | Below is a 2-piece molecular cluster, C2H2N3O2 overall, with properties calculated with ωB97M-V/def2-TZVPD.

XYZ file:
```
9
Properties=species:S:1:pos:R:3
C -0.637 -0.724 -0.636
C 0.175 1.626 2.139
N -1.253 0.246 1.497
N -1.092 -0.278 0.523
N 0.619 -0.521 -0.874
O 0.321 2.603 2.656
O 1.121 -0.951 -2.001
H -1.337 -1.236 -1.302
H 2.082 -0.766 -2.003
```

Its LUMO energy is -6.7 eV. As for the net charge: +1. Its spin multiplicity is 1.

Here are the natural (NBO) charges for atoms 1 to 2, given in e: number 1, C, carries 0.01; number 2, C, carries 0.53

---

x | Below is a 2-piece molecular cluster, C2H2N3O2 overall, with properties calculated with ωB97M-V/def2-TZVPD.

XYZ file:
```
9
Properties=species:S:1:pos:R:3
C -0.729 1.515 -0.010
C -0.209 -2.640 0.023
N -0.475 -1.448 0.147
N -1.091 -0.490 0.516
N 0.359 1.917 -0.138
O 0.213 -3.682 -0.214
O 1.619 1.968 -0.223
H -1.767 1.749 0.026
H 2.081 1.111 -0.126
```

Its LUMO energy (spin up / spin down) is -6.5 / -6.4 eV. As for the net charge: +1. Its spin multiplicity is 1.

Here are the natural (NBO) charges for atoms 1 to 2, given in e: number 1, C, carries 0.32; number 2, C, carries 0.84

---

Most stable: w

---

w | Below is a 3-piece molecular cluster, C4H12N2O2 overall, with properties calculated with ωB97M-V/def2-TZVPD.

XYZ file:
```
20
Properties=species:S:1:pos:R:3
C -0.698 0.033 0.889
N 0.709 -2.686 -1.990
C 0.201 -1.675 -1.052
O -0.053 -2.265 0.124
C -1.030 1.552 1.298
C -1.636 0.756 0.032
O 2.387 1.171 0.205
N -0.036 2.367 1.035
H 0.357 -0.156 0.733
H -1.151 -0.668 1.590
H 0.017 -3.360 -2.293
H -0.740 -1.270 -1.494
H 0.889 -0.806 -1.171
H 1.487 -3.208 -1.602
H -1.819 1.796 2.016
H -2.706 0.581 0.050
H -1.236 1.282 -0.826
H 1.916 1.800 0.771
H -0.152 3.338 1.320
H 3.296 1.419 0.366
```

Its LUMO energy is -2.8 eV. Its spin multiplicity is 1.

Here are the natural (NBO) charges for atoms 1 to 2, given in e: number 1, C, carries -0.36; number 2, N, carries -0.82

---

x | Below is one molecule with the formula C4H12N2O2, with properties calculated with ωB97M-V/def2-TZVPD.

XYZ file:
```
20
Properties=species:S:1:pos:R:3
C 0.032 -0.524 -0.403
N -1.214 0.273 -0.369
C -2.192 -0.285 -1.263
O -1.965 -0.304 -2.682
C 0.821 -0.381 0.894
C 1.356 1.029 1.129
O 0.308 1.957 1.431
N 1.910 -1.398 0.771
H -0.268 -1.555 -0.544
H 0.685 -0.289 -1.257
H -1.150 1.266 -0.571
H -3.179 0.164 -1.123
H -2.349 -1.345 -1.059
H -1.468 0.458 -3.008
H 0.124 -0.613 1.704
H 1.769 1.467 0.220
H 2.069 1.011 1.961
H -0.145 1.694 2.233
H 2.651 -0.955 0.237
H 2.204 -1.669 1.699
```

Its LUMO energy is 0.9 eV. The structure (SMILES) is N[C@@H](CO)CNCO. Its spin multiplicity is 1.

Here are the natural (NBO) charges for atoms 1 to 2, given in e: number 1, C, carries -0.22; number 2, N, carries -0.64

---

Most stable: x

---

w | Below is a 2-piece molecular cluster, C4H12N2O2 overall, with properties calculated with ωB97M-V/def2-TZVPD.

XYZ file:
```
20
Properties=species:S:1:pos:R:3
O -0.391 2.379 0.841
C -0.834 1.918 -0.183
N 0.070 1.137 -0.879
C -0.461 -0.062 -1.585
C -0.124 -1.405 -0.836
C -0.641 -1.821 0.622
N -0.114 -0.893 1.649
H -1.805 2.154 -0.457
H 0.965 0.941 -0.289
H -1.519 -0.103 -1.766
H -0.064 -0.142 -2.599
H 0.944 -1.377 -0.689
H -0.461 -2.142 -1.546
H -0.297 -2.808 0.925
H -1.749 -1.848 0.615
H 0.928 -0.995 1.471
H -0.422 0.041 1.509
H 2.529 2.247 0.968
H 1.346 1.343 1.451
O 2.099 1.435 0.778
```

Its LUMO energy is 0.9 eV. The structure (SMILES) is NCCCNC=O.O. Its spin multiplicity is 1.

Here are the natural (NBO) charges for atoms 1 to 2, given in e: number 1, O, carries -0.65; number 2, C, carries 0.52

---

x | Below is a 2-piece molecular cluster, C4H12N2O2 overall, with properties calculated with ωB97M-V/def2-TZVPD.

XYZ file:
```
20
Properties=species:S:1:pos:R:3
N 2.784 1.470 -1.031
C 1.362 0.822 -0.779
C 0.571 0.819 0.490
N -0.798 0.584 0.304
C -1.303 -0.122 -0.935
C -1.527 -1.679 -0.815
O 0.949 1.336 1.556
H 3.153 0.726 -1.618
H 3.431 1.395 -0.281
H 1.566 -0.351 -1.071
H 0.697 1.302 -1.510
H -1.462 0.793 1.096
H -2.376 0.203 -0.900
H -0.913 0.071 -1.911
H -2.305 -2.005 -1.456
H -0.712 -2.217 -1.062
H -1.873 -2.097 0.262
H -0.430 -0.658 2.539
H -0.060 0.140 3.703
O -0.753 -0.530 3.420
```

Its LUMO energy is 0.6 eV. The structure (SMILES) is CCNC(=O)CN.O. Its spin multiplicity is 1.

Here are the natural (NBO) charges for atoms 1 to 2, given in e: number 1, N, carries -0.80; number 2, C, carries -0.32

---

Most stable: w

---

w | Below is a 2-piece molecular cluster, C4H13NO2 overall, with properties calculated with ωB97M-V/def2-TZVPD.

XYZ file:
```
20
Properties=species:S:1:pos:R:3
C -2.670 -0.686 -0.042
N -1.085 -0.835 -0.012
C -0.527 0.431 0.645
C 1.102 0.361 0.778
C 1.571 1.386 1.845
O 1.738 0.611 -0.467
H -3.124 -1.582 -0.400
H -2.780 0.215 -0.658
H -2.957 -0.327 0.972
H -0.971 -1.611 0.675
H -0.507 1.229 -0.212
H -1.013 0.641 1.561
H 1.249 -0.717 1.350
H 2.526 1.098 2.243
H 1.631 2.340 1.367
H 0.923 1.329 2.707
H 1.663 -0.116 -1.098
H -0.162 -1.645 -3.019
H -0.305 -1.309 -1.595
O 0.083 -0.942 -2.429
```

Its LUMO energy (spin up / spin down) is 3.9 / 3.8 eV. As for the net charge: -1. Its spin multiplicity is 2.

Here are the natural (NBO) charges for atoms 1 to 2, given in e: number 1, C, carries -0.81; number 2, N, carries -0.75

---

x | Below is a 3-piece molecular cluster, C4H13NO2 overall, with properties calculated with ωB97M-V/def2-TZVPD.

XYZ file:
```
20
Properties=species:S:1:pos:R:3
C -0.427 0.407 0.121
C -1.396 0.812 0.958
N -1.216 1.487 2.169
C -2.290 2.428 2.545
C -2.843 2.082 3.918
H -0.484 -0.595 -0.281
H 0.475 0.987 -0.011
H -2.425 0.542 0.727
H -0.273 1.864 2.137
H -1.818 3.408 2.607
H -3.090 2.431 1.814
H -3.455 2.901 4.301
H -3.520 1.222 3.886
H -2.086 1.726 4.605
H 1.646 -1.119 -5.345
H 1.781 -2.256 -4.439
O 2.244 -1.882 -5.220
H 3.976 -3.786 -3.497
H 5.007 -3.412 -2.487
O 4.543 -4.193 -2.820
```

Its LUMO energy (spin up / spin down) is 2.7 / 2.7 eV. As for the net charge: -1. Its spin multiplicity is 2.

Here are the natural (NBO) charges for atoms 1 to 2, given in e: number 1, C, carries -0.69; number 2, C, carries 0.00

---

Most stable: x

---

w | Below is an isolated ion of composition C4H9N2O2 and charge -1, with properties calculated with ωB97M-V/def2-TZVPD.

XYZ file:
```
17
Properties=species:S:1:pos:R:3
C 1.133 -1.138 1.371
O 2.015 -0.320 1.874
C -0.002 -0.400 0.492
C 0.532 -0.003 -0.894
C -0.477 0.408 -1.922
N -1.634 1.015 -1.456
O -0.342 0.127 -3.101
N -0.273 0.913 1.163
H 0.354 -1.601 2.138
H 1.512 -1.964 0.720
H -0.921 -0.960 0.544
H 1.125 -0.817 -1.314
H 1.213 0.816 -0.677
H -2.497 0.915 -1.963
H -1.706 1.045 -0.447
H 0.693 1.202 1.405
H -0.726 0.762 2.066
```

Its LUMO energy is 3.9 eV. As for the net charge: -1. The structure (SMILES) is NC(=O)C[C@H](N)C[O-]. Its spin multiplicity is 1.

Here are the natural (NBO) charges for atoms 1 to 2, given in e: number 1, C, carries 0.02; number 2, O, carries -0.92

---

x | Below is a 2-piece molecular cluster, C4H9N2O2 overall, with properties calculated with ωB97M-V/def2-TZVPD.

XYZ file:
```
17
Properties=species:S:1:pos:R:3
O 1.010 -0.405 -1.257
C -0.175 -0.181 -0.709
N -1.018 0.768 -0.745
C 1.712 3.323 -1.104
O 2.668 3.577 -1.850
C -0.522 -1.456 0.176
C -1.610 -1.337 1.233
N 0.647 -2.257 0.854
H -0.898 1.339 -1.571
H 1.390 4.123 -0.330
H 1.206 2.261 -0.937
H -0.868 -2.211 -0.486
H -2.081 -2.262 1.351
H -1.190 -1.003 2.222
H -2.411 -0.655 0.968
H 1.396 -1.741 0.321
H 0.745 -1.884 1.863
```

Its LUMO energy is 3.9 eV. As for the net charge: -1. Its spin multiplicity is 1.

Here are the natural (NBO) charges for atoms 1 to 2, given in e: number 1, O, carries -0.84; number 2, C, carries 0.58

---

y | Below is a 2-piece molecular cluster, C4H9N2O2 overall, with properties calculated with ωB97M-V/def2-TZVPD.

XYZ file:
```
17
Properties=species:S:1:pos:R:3
C 1.746 -0.893 0.932
C 1.115 0.372 0.437
C 1.663 1.576 0.501
N 1.057 2.749 -0.024
H 2.790 -0.707 1.212
H 1.196 -1.322 1.765
H 1.745 -1.618 0.116
H 0.136 0.257 -0.021
H 2.680 1.726 0.860
H 1.037 3.504 0.649
H 0.107 2.545 -0.318
N -3.153 -1.760 -1.199
C -2.047 -1.020 -0.708
O -2.121 0.226 -0.864
O -1.131 -1.677 -0.163
H -3.802 -1.226 -1.751
H -3.019 -2.730 -1.424
```

Its LUMO energy is 4.0 eV. As for the net charge: -1. Its spin multiplicity is 1.

Here are the natural (NBO) charges for atoms 1 to 2, given in e: number 1, C, carries -0.62; number 2, C, carries -0.24

---

Most stable: y